# 1
12
Properties=species:S:1:pos:R:3:forces:R:3 method="wB97M-V/def2-TZVPD" max_force_ev_per_a=2.91 e_above_lowest_kj_mol=295.9 gap_ev=10.0 energy_ha=-737.65677
N -3.493 -0.067 0.048 1.12 0.36 -0.05
C -2.347 0.059 0.133 -0.03 -0.75 0.44
C -0.862 0.033 0.343 -1.76 0.02 0.48
C -0.204 1.129 -0.355 0.96 2.27 -1.55
N 1.055 1.338 -0.262 -0.76 -0.39 0.19
O 1.619 0.338 0.591 0.10 -0.25 -0.48
C 1.568 -0.910 -0.071 0.34 -0.04 -0.72
S -0.180 -1.566 -0.161 0.68 -0.22 0.06
H -0.630 0.185 1.401 -0.31 -0.18 0.06
H -0.738 1.879 -1.002 0.42 -1.00 0.73
H 1.947 -0.852 -1.113 -0.30 0.35 0.49
H 2.264 -1.565 0.448 -0.46 -0.19 0.35

***

# 2
72
Properties=species:S:1:pos:R:3:forces:R:3 method="wB97M-V/def2-TZVPD" total_charge=-2 max_force_ev_per_a=0.42 e_above_lowest_kj_mol=113.7 gap_ev=5.2 energy_ha=-9568.99472
Sn 1.528 -0.222 0.449 0.24 0.08 -0.19
Cl 0.696 3.540 -0.770 0.02 -0.06 -0.03
C -0.983 3.921 -0.944 -0.12 0.03 0.09
C -1.313 5.134 -1.544 0.04 -0.04 0.03
C -2.640 5.501 -1.672 -0.03 0.03 -0.01
C -3.643 4.665 -1.199 -0.02 0.02 -0.01
C -3.305 3.459 -0.612 0.04 -0.03 -0.06
C -1.974 3.056 -0.477 0.03 0.07 0.00
P -1.523 1.426 0.260 0.02 0.01 -0.03
C -2.083 1.633 1.984 0.01 0.07 0.04
C -2.353 2.865 2.575 -0.04 -0.02 -0.01
C -2.647 2.944 3.930 -0.01 0.00 0.02
C -2.674 1.796 4.707 0.00 0.01 0.01
C -2.393 0.566 4.126 0.01 0.01 0.01
C -2.089 0.484 2.778 0.04 -0.02 0.05
C -2.852 0.401 -0.471 0.06 -0.03 -0.06
C -4.068 0.098 0.133 -0.06 -0.01 0.02
C -4.995 -0.702 -0.522 0.00 -0.01 0.01
C -4.715 -1.204 -1.786 0.00 0.00 -0.01
C -3.498 -0.914 -2.389 0.01 0.00 0.00
C -2.566 -0.125 -1.732 -0.01 -0.02 0.00
H -0.518 5.776 -1.899 0.00 0.00 0.00
H -2.891 6.445 -2.140 0.00 0.00 0.00
H -4.684 4.949 -1.294 0.00 0.00 0.00
H -4.085 2.797 -0.255 0.00 0.00 0.00
H -2.330 3.770 1.980 0.01 0.00 0.00
H -2.843 3.911 4.379 0.00 -0.01 0.00
H -2.890 1.861 5.766 0.00 0.00 0.00
H -2.374 -0.332 4.730 0.00 0.00 0.00
H -1.817 -0.474 2.343 -0.01 0.02 0.00
H -4.286 0.474 1.126 0.00 0.00 -0.04
H -5.934 -0.942 -0.037 0.00 0.00 -0.01
H -5.434 -1.838 -2.290 0.00 0.00 0.00
H -3.257 -1.325 -3.362 0.00 -0.01 0.00
H -1.593 0.054 -2.184 -0.01 -0.01 0.01
N 3.786 0.976 -1.902 0.00 0.41 -0.10
N 5.037 1.491 -2.239 0.09 -0.15 0.10
C 5.460 2.710 -1.849 -0.06 -0.09 -0.12
N 6.796 2.920 -2.099 0.04 -0.07 0.02
S 4.534 3.893 -1.158 -0.08 0.13 0.06
H 3.891 0.125 -1.361 0.04 0.02 0.07
H 3.258 0.766 -2.741 0.04 -0.09 0.01
H 5.747 0.829 -2.519 0.03 -0.04 -0.02
H 7.262 2.352 -2.789 -0.01 0.01 -0.02
H 7.081 3.880 -2.036 0.00 0.03 0.00
O -0.549 -5.981 -0.744 -0.03 -0.01 -0.02
C -0.189 -5.148 -1.835 -0.02 0.06 0.00
C 0.463 -3.812 -1.435 0.02 0.00 0.02
C 1.821 -4.105 -0.789 0.00 0.01 -0.10
O 1.740 -4.977 0.345 -0.08 0.05 0.13
C 0.710 -3.044 -2.744 -0.04 -0.07 -0.03
Se 1.492 -1.251 -2.536 -0.06 -0.04 -0.05
C -0.523 -3.008 -0.548 0.00 -0.11 0.09
Se 0.071 -2.355 1.228 -0.07 -0.06 -0.09
H 0.187 -5.900 -0.113 0.03 0.01 -0.01
H -1.108 -4.945 -2.396 0.01 0.00 0.01
H 0.499 -5.681 -2.511 -0.01 0.02 0.01
H 2.319 -3.175 -0.513 -0.02 -0.05 0.01
H 2.452 -4.614 -1.525 -0.01 -0.01 0.01
H 1.456 -4.404 1.081 0.05 0.00 -0.05
H -0.251 -2.919 -3.251 0.01 -0.03 -0.01
H 1.350 -3.639 -3.402 0.02 0.01 0.02
H -1.406 -3.611 -0.338 0.02 -0.02 0.01
H -0.833 -2.123 -1.096 -0.06 0.03 -0.02
S 5.867 -2.006 6.390 0.02 0.00 0.02
C 4.953 -1.548 5.071 0.00 0.00 0.01
S 3.585 -0.520 5.158 0.05 -0.05 0.00
C 3.165 -0.472 3.459 -0.01 -0.01 -0.04
C 3.969 -1.205 2.652 -0.01 0.04 0.07
S 3.868 -1.404 0.923 -0.07 0.04 -0.10
S 5.262 -2.059 3.466 -0.01 0.02 0.04
S 1.804 0.515 3.009 -0.01 -0.06 0.24

***

# 3
4
Properties=species:S:1:pos:R:3:forces:R:3 method="wB97M-V/def2-TZVPD" max_force_ev_per_a=1.89 e_above_lowest_kj_mol=29.1 gap_ev=9.8 energy_ha=-451.39053
N -0.286 1.975 0.869 -0.05 -0.91 -1.65
P -0.923 0.674 -0.393 -0.65 -0.44 0.69
N 0.230 2.023 -0.209 0.74 1.39 0.94
H 0.034 -0.310 -0.035 -0.05 -0.03 0.03

***

# 4
81
Properties=species:S:1:pos:R:3:forces:R:3 method="wB97M-V/def2-TZVPD" max_force_ev_per_a=0.43 e_above_lowest_kj_mol=47.0 gap_ev=6.4 energy_ha=-13246.29556
Ca 0.526 -0.278 -0.314 0.31 -0.24 -0.04
Br 6.425 0.647 -4.311 -0.07 -0.02 0.02
C 4.718 0.085 -3.717 0.03 -0.03 -0.07
C 3.926 -0.736 -4.503 0.04 0.02 0.01
Br 4.523 -1.311 -6.205 -0.04 0.02 0.07
C 2.677 -1.143 -4.019 -0.07 -0.02 0.06
Br 1.498 -2.189 -5.076 0.02 0.02 0.03
C 2.187 -0.773 -2.760 -0.12 -0.06 -0.18
O 1.005 -1.140 -2.334 0.14 0.35 0.21
C 3.005 0.096 -1.954 0.16 0.09 -0.01
O 2.550 0.512 -0.784 -0.15 -0.20 -0.08
C 4.241 0.491 -2.464 -0.02 0.07 0.14
Br 5.250 1.659 -1.359 0.01 -0.06 -0.04
C -2.035 -1.194 -3.016 -0.02 0.03 -0.03
N -1.896 0.233 -3.291 0.04 -0.03 0.02
C -2.231 0.643 -4.642 0.02 -0.02 0.01
C -1.232 1.059 -2.426 -0.15 -0.03 0.01
N -1.360 1.040 -1.109 0.08 -0.15 0.08
C -2.460 0.468 -0.457 -0.18 0.04 -0.04
C -3.756 0.434 -0.991 0.04 -0.04 0.00
C -4.800 -0.198 -0.338 0.04 -0.01 0.07
C -4.574 -0.826 0.882 0.00 0.03 -0.08
C -3.322 -0.731 1.463 0.07 0.03 0.08
C -2.277 -0.033 0.852 -0.23 -0.01 0.04
N -1.039 0.160 1.515 0.25 -0.08 -0.09
C -1.028 0.663 2.718 -0.25 0.04 -0.07
N -2.106 1.293 3.308 0.05 0.05 -0.07
C -3.000 2.145 2.547 -0.05 -0.01 0.03
C -2.578 0.891 4.615 -0.02 -0.01 -0.01
N 0.103 0.618 3.473 0.10 -0.09 0.01
C 0.289 1.477 4.629 0.08 0.10 -0.04
C 1.225 -0.230 3.106 0.02 -0.04 0.10
N -0.371 1.956 -2.958 0.04 0.06 -0.03
C 0.151 3.038 -2.135 -0.03 -0.04 -0.04
C 0.444 1.627 -4.126 0.04 0.02 0.00
H -2.873 -1.577 -3.599 -0.01 0.02 0.04
H -2.258 -1.378 -1.967 0.03 -0.01 -0.02
H -1.121 -1.725 -3.287 0.04 0.00 -0.04
H -3.267 0.361 -4.843 -0.01 -0.01 -0.01
H -1.595 0.171 -5.396 0.01 0.00 0.00
H -2.145 1.723 -4.734 0.00 -0.01 0.00
H -3.928 0.896 -1.954 0.00 -0.02 0.01
H -5.783 -0.214 -0.790 0.01 -0.01 0.00
H -5.367 -1.367 1.382 0.00 0.01 0.00
H -3.140 -1.179 2.435 0.01 0.02 -0.01
H -2.563 2.377 1.580 0.02 0.03 0.02
H -3.148 3.082 3.092 0.01 -0.01 0.02
H -3.976 1.676 2.386 0.02 0.00 -0.01
H -1.918 0.136 5.039 -0.04 0.02 0.00
H -3.581 0.457 4.531 0.00 0.00 0.00
H -2.630 1.738 5.307 0.00 0.00 0.00
H -0.421 2.299 4.604 0.03 -0.03 0.00
H 1.296 1.898 4.600 0.02 -0.01 -0.01
H 0.176 0.933 5.570 0.02 0.00 0.01
H 1.528 -0.116 2.067 -0.08 0.06 0.03
H 1.032 -1.287 3.303 -0.09 0.00 -0.06
H 2.089 0.075 3.693 -0.02 -0.02 0.06
H -0.605 3.377 -1.433 0.00 -0.01 0.02
H 0.438 3.862 -2.789 -0.01 0.00 -0.02
H 1.035 2.716 -1.577 0.01 0.00 0.00
H 0.351 0.574 -4.374 -0.02 -0.02 0.02
H 1.492 1.809 -3.882 0.00 0.00 0.02
H 0.176 2.237 -4.991 -0.01 0.02 0.00
I -0.184 4.651 2.375 0.03 -0.01 0.00
C 1.908 4.261 2.454 0.00 -0.03 -0.06
I 2.549 2.754 1.101 -0.07 0.00 -0.01
H 2.141 3.966 3.469 -0.01 0.01 0.01
H 2.403 5.189 2.199 0.02 0.00 0.01
N 2.948 -5.855 2.544 -0.02 0.04 -0.03
C 2.385 -4.770 1.920 0.03 -0.02 0.01
C 3.170 -3.831 1.247 0.06 -0.03 0.00
C 2.564 -2.742 0.662 -0.07 -0.03 -0.06
N 1.244 -2.520 0.708 -0.15 0.29 -0.03
C 0.494 -3.415 1.357 0.13 0.00 -0.04
C 1.007 -4.538 1.968 -0.06 -0.06 0.04
H 3.881 -6.114 2.271 0.00 0.00 0.00
H 2.347 -6.626 2.776 0.00 0.00 0.00
H 4.243 -3.956 1.174 -0.01 0.01 0.00
H 3.154 -2.007 0.123 -0.01 0.01 0.01
H -0.573 -3.221 1.385 0.00 0.01 0.01
H 0.347 -5.232 2.474 0.01 0.02 -0.01

***

# 5
72
Properties=species:S:1:pos:R:3:forces:R:3 method="wB97M-V/def2-TZVPD" total_charge=+1 max_force_ev_per_a=0.96 e_above_lowest_kj_mol=241.3 gap_ev="6.1 / 6.2" energy_ha=-2746.90119
Pd -0.202 -0.209 -0.075 -0.39 0.37 -0.39
C 0.105 -0.340 4.561 -0.01 -0.07 0.06
C 0.220 -0.727 3.220 0.09 0.08 0.03
N 0.266 0.138 2.230 0.07 -0.14 0.22
C 0.174 1.453 2.503 0.00 -0.14 0.01
C 0.057 1.937 3.809 -0.02 0.10 0.07
C 0.026 0.995 4.852 0.00 0.06 0.05
C -0.031 3.352 4.043 -0.02 -0.06 0.11
C 0.015 4.224 3.019 -0.01 0.10 -0.02
C 0.135 3.762 1.665 0.03 0.07 0.01
C 0.185 4.642 0.569 0.02 0.08 0.07
C 0.284 4.147 -0.703 0.06 0.07 -0.06
C 0.329 2.762 -0.880 0.13 -0.04 0.09
N 0.296 1.921 0.136 -0.53 -0.15 -0.10
C 0.198 2.390 1.401 0.06 0.04 -0.18
H 0.079 -1.091 5.338 -0.01 0.02 -0.02
H 0.286 -1.778 2.957 -0.02 0.00 -0.01
H -0.062 1.337 5.876 -0.01 -0.01 -0.04
H -0.145 3.700 5.064 0.04 -0.02 -0.06
H -0.049 5.292 3.199 0.00 -0.07 -0.03
H 0.152 5.712 0.746 -0.04 -0.05 -0.01
H 0.326 4.802 -1.563 -0.01 -0.05 0.04
H 0.415 2.328 -1.868 -0.05 -0.02 -0.02
C 3.278 -3.353 0.619 -0.07 -0.02 -0.06
N 2.494 -2.572 -0.333 -0.22 -0.03 0.07
C 1.360 -3.275 -0.928 0.17 -0.05 -0.01
C 2.620 -1.239 -0.473 -0.07 -0.11 0.10
O 1.686 -0.521 -0.947 -0.23 0.04 0.45
N 3.785 -0.659 -0.095 0.04 0.18 -0.30
C 3.781 0.794 0.047 0.07 -0.06 0.00
C 5.076 -1.232 -0.483 -0.04 -0.02 0.08
H 2.593 -3.926 1.247 -0.01 0.02 -0.03
H 3.865 -2.700 1.257 0.01 0.03 0.00
H 3.941 -4.058 0.114 0.00 0.03 -0.02
H 1.716 -4.177 -1.428 0.03 0.00 0.03
H 0.867 -2.648 -1.659 -0.03 0.07 -0.07
H 0.639 -3.573 -0.164 0.02 -0.01 0.02
H 2.852 1.118 0.504 -0.05 0.00 0.04
H 3.891 1.297 -0.916 0.01 -0.01 -0.03
H 4.612 1.075 0.692 0.03 0.00 0.00
H 4.940 -2.199 -0.959 -0.01 0.02 0.02
H 5.734 -1.346 0.378 0.00 0.00 0.02
H 5.561 -0.570 -1.204 -0.03 0.02 0.00
Cl -1.431 -5.892 2.364 0.05 0.00 0.04
C -3.027 -5.205 2.382 -0.02 0.14 -0.06
C -3.673 -5.040 3.592 0.01 -0.05 0.10
C -4.940 -4.479 3.609 -0.01 -0.02 0.09
C -5.553 -4.100 2.429 -0.06 0.17 -0.02
C -4.891 -4.266 1.224 0.09 -0.09 0.07
Cl -5.706 -3.826 -0.234 0.07 0.02 -0.05
C -3.605 -4.813 1.171 0.07 0.14 -0.27
N -2.900 -5.035 -0.038 -0.09 0.11 0.13
C -2.664 -4.122 -1.081 0.20 -0.29 0.14
C -2.803 -4.597 -2.392 -0.19 -0.07 0.06
C -2.505 -3.814 -3.487 -0.04 -0.15 -0.07
C -2.029 -2.526 -3.300 0.02 0.11 -0.01
C -1.847 -2.074 -2.009 -0.18 -0.10 0.06
C -2.143 -2.840 -0.880 0.08 0.02 0.15
C -1.797 -2.305 0.503 -0.54 0.63 -0.48
C -2.613 -1.064 0.917 -0.10 -0.47 -0.02
O -3.612 -1.177 1.579 0.04 0.35 -0.17
O -2.110 0.084 0.476 0.82 -0.16 0.10
H -3.185 -5.345 4.510 -0.03 -0.01 -0.07
H -5.456 -4.344 4.552 0.03 -0.01 -0.07
H -6.545 -3.666 2.430 0.07 -0.04 -0.01
H -2.908 -5.999 -0.329 0.02 -0.04 -0.09
H -3.181 -5.605 -2.533 -0.01 0.08 -0.01
H -2.652 -4.202 -4.488 0.03 -0.02 0.07
H -1.801 -1.893 -4.149 0.01 -0.02 0.09
H -1.463 -1.072 -1.877 0.12 0.33 0.07
H -0.747 -1.932 0.504 0.43 -0.81 0.02
H -1.879 -3.057 1.282 0.16 -0.02 0.04